A 8-piece molecular cluster, C20H48F12N4O16S4 overall at a distorted geometry. Source: the Open Molecules 2025 dataset; level of theory: ωB97M-V/def2-TZVPD.

Last column: Löwdin charge in e.
Cartesian coordinates (Å):
H1 -2.290 -2.583 -0.534  0.0999
C1 3.852 4.125 3.866  -0.1806
S1 -0.509 -5.675 0.814  0.4646
F1 -2.513 1.267 -0.099  0.1128
C2 -1.575 -1.675 -2.878  -0.0288
O1 -0.111 -5.091 -0.420  -0.3551
H2 -4.754 -2.945 -2.903  0.1657
C3 -1.728 0.832 0.945  -0.5825
H3 1.400 -2.786 -0.479  0.1332
O2 -2.838 1.730 4.968  -0.3744
H4 1.737 3.330 -2.948  0.1557
N1 3.401 1.663 3.457  0.2273
F2 -5.456 0.822 0.636  0.0833
S2 -5.637 1.014 -2.078  0.5171
H5 2.811 0.806 -4.335  0.0654
F3 -0.514 -3.031 1.126  0.0555
O3 -1.880 -6.197 0.797  -0.3382
H6 3.653 -1.079 0.037  0.1575
H7 -0.147 0.931 -3.164  0.1164
O4 -5.428 2.448 -2.032  -0.3298
H8 2.937 3.113 2.044  0.1407
F4 -2.183 4.281 3.290  0.0574
H9 5.840 5.978 3.624  0.0890
H10 -4.261 -1.413 -2.557  0.0769
H11 -3.496 -4.645 1.192  0.0651
H12 -5.138 -4.068 0.968  0.0977
O5 0.372 -6.655 1.457  -0.3394
C4 2.468 -2.035 -2.128  -0.0427
H13 3.139 -4.351 0.316  0.1344
N2 1.203 2.592 -2.512  0.2246
H14 4.348 1.538 3.129  0.1631
H15 3.397 -1.536 -2.402  0.0841
H16 7.149 4.905 3.334  0.0899
O6 0.387 2.247 -0.050  -0.3255
O7 -4.046 -3.760 -0.694  -0.1702
F5 -1.828 1.603 2.011  0.1600
H17 2.802 0.937 3.091  0.1362
H18 3.198 -4.512 -1.411  0.1384
C5 2.922 3.018 3.130  -0.2415
S3 0.070 0.921 0.428  0.5057
H19 -0.470 1.833 -5.452  0.1321
H20 1.748 -1.220 -2.211  0.0455
H21 2.851 -1.821 1.207  0.1661
C6 -0.458 -4.118 1.972  -0.6087
C7 -2.679 -2.780 -2.724  -0.2275
O8 1.595 2.094 -5.242  -0.1948
H22 0.114 3.430 -4.986  0.1308
C8 2.446 -2.572 -0.698  -0.2713
H23 2.828 0.683 -6.010  0.0986
O9 -4.519 3.022 6.209  -0.3853
C9 5.719 -4.541 -0.733  -0.0957
H24 -1.718 -0.767 -2.292  0.0612
F6 0.722 -4.157 2.540  0.1180
F7 -3.024 5.595 4.773  0.0531
C10 -4.099 -3.887 0.692  -0.1094
H25 6.643 -4.130 -1.141  0.0852
C11 1.407 3.245 3.627  -0.0058
F8 -2.013 -0.450 1.263  0.1418
O10 0.941 0.478 1.538  -0.3489
H26 1.284 3.373 4.703  0.0905
F9 -1.387 -4.220 2.939  0.1352
N3 2.746 -1.458 0.270  0.2469
C12 -1.311 2.738 -2.813  -0.0227
H27 1.453 -0.031 -4.985  0.0932
H28 -4.030 -1.964 -4.024  0.1616
N4 -4.029 -2.258 -3.058  0.2058
H29 3.547 5.149 3.651  0.1363
H30 -1.375 2.308 -1.814  0.0561
H31 1.005 2.940 -1.585  0.0879
H32 2.036 -0.743 0.349  0.0776
H33 -3.851 -2.933 1.155  0.0889
H34 -1.263 3.825 -2.757  0.1056
O11 0.121 -0.032 -0.636  -0.3261
H35 6.028 -5.027 0.193  0.0935
H36 5.404 -5.190 -1.550  0.0936
C13 -0.074 2.011 -3.290  -0.2200
H37 -2.223 2.464 -3.344  0.1080
H38 3.296 1.544 4.454  0.1767
H39 2.149 -2.721 -2.912  0.1028
H40 0.575 2.572 3.419  0.0780
C14 -6.345 0.434 -0.361  -0.5478
F10 -4.427 4.283 3.478  0.1076
H41 -1.632 -1.475 -3.948  0.0760
C15 6.187 4.968 3.844  -0.0649
F11 -7.585 0.936 -0.165  0.1198
O12 -2.133 3.309 6.536  -0.3702
H42 1.139 4.252 3.308  0.0916
C16 0.254 2.361 -4.831  -0.1388
O13 -4.353 0.320 -2.117  -0.3904
H43 3.726 3.975 4.938  0.1310
H44 1.935 1.926 -2.309  0.1349
C17 3.365 -3.803 -0.599  -0.1419
O14 4.770 -3.512 -0.582  -0.2061
O15 5.184 3.985 3.546  -0.2012
S4 -3.153 3.027 5.544  0.4762
F12 -6.457 -0.920 -0.394  0.0901
H45 -2.032 -4.149 -1.057  0.0878
H46 -2.607 -3.527 -3.515  0.1425
C18 -2.753 -3.339 -1.168  -0.1107
H47 -0.632 -2.169 -2.644  0.0753
H48 6.467 4.957 4.898  0.0888
C19 2.127 0.801 -5.184  -0.1061
O16 -6.682 0.646 -3.100  -0.3644
C20 -3.244 4.370 4.149  -0.5428

Values from the calculation:
E_LUMO in eV: -2.36
Kohn-Sham gap in eV: 4.692
Energy above the lowest of the compared OMol25 structures with the same formula, charge and spin in kJ/mol: 457.53
Net charge: 0
Multiplicity: 1



A 3-piece molecular cluster, C27H64Cl3N6O6P3S overall at a distorted geometry. Source: the Open Molecules 2025 dataset; level of theory: ωB97M-V/def2-TZVPD.

Last column: Löwdin charge in e.
Cartesian coordinates (Å):
H1 -4.125 0.741 0.413  0.0871
H2 -0.685 5.786 0.345  0.0743
H3 2.561 -9.025 -6.708  0.0777
H4 -3.383 -2.536 -0.852  0.0627
C1 -2.430 -1.840 -2.872  -0.7638
H5 0.747 -2.867 0.168  0.0947
H6 3.312 -11.501 -2.487  0.0865
O1 0.180 7.532 2.719  -0.2968
H7 3.432 9.140 2.069  0.0775
C2 3.080 -10.651 -3.137  -0.1359
H8 0.391 10.140 6.321  0.0848
C3 1.260 11.133 3.918  -0.1458
H9 1.970 10.931 6.334  0.0882
H10 -0.778 -3.375 -5.312  0.0673
Cl1 3.220 -3.653 2.322  0.3481
C4 1.435 10.030 6.018  -0.1327
H11 2.983 -6.746 -0.745  0.0622
C5 -2.240 -1.535 0.939  -0.3692
C6 3.542 7.751 4.401  -0.1382
H12 -3.166 -3.401 1.620  0.1073
C7 -1.301 7.731 4.953  -0.1558
H13 0.526 -11.484 -3.435  0.0772
C8 -4.114 0.654 -0.692  -0.2447
H14 1.483 11.071 2.846  0.0750
C9 -2.634 0.268 -1.060  -0.3293
H15 -4.853 -0.125 -0.943  0.0989
H16 -2.110 4.099 0.228  0.1074
H17 -2.483 -3.826 -5.294  0.0888
H18 -1.942 -2.085 -5.616  0.0506
H19 -1.315 -0.984 1.237  0.0761
O2 -0.131 4.587 -2.300  0.1394
H20 3.057 -6.564 -4.468  0.0884
H21 3.973 -7.584 -5.595  0.0794
H22 4.299 7.029 4.083  0.0861
C10 -1.790 -3.006 -5.041  -0.1428
C11 0.828 -11.039 -2.480  -0.1490
H23 -0.063 -10.602 -2.015  0.0744
C12 3.054 8.109 2.111  -0.1389
H24 -2.272 0.742 -1.986  0.0680
O3 1.860 -5.449 0.602  -0.3782
C13 1.813 -8.639 -6.009  -0.1582
H25 -3.870 2.814 0.801  0.1060
H26 4.045 8.718 4.540  0.0811
C14 -0.765 5.429 -1.772  -0.5474
H27 -2.217 3.148 -1.345  0.1052
H28 -0.444 7.251 -0.693  0.0899
C15 0.515 -7.339 -1.128  -0.1441
H29 0.361 -2.506 1.906  0.1007
H30 0.735 -6.489 -0.480  0.0336
C16 -2.156 -2.954 1.596  -0.2541
H31 1.856 11.957 4.316  0.0785
H32 0.904 6.032 -0.551  0.0860
C17 3.431 -7.579 -4.647  -0.1352
N1 1.866 -10.003 -2.664  -0.2975
H33 1.889 9.212 6.574  0.0689
O4 -2.026 5.783 -2.210  -0.0361
H34 1.173 -11.834 -1.814  0.0771
O5 0.300 -7.486 -4.112  -0.3038
H35 -1.728 8.573 4.402  0.0719
H36 0.198 11.378 4.027  0.0788
H37 -3.882 4.905 -2.203  0.1303
C18 -1.072 -3.897 0.989  -0.2544
C19 2.852 -7.650 -1.345  -0.1281
H38 2.309 7.990 1.322  0.0632
H39 -0.414 -7.105 -1.653  0.0647
C20 0.340 -3.271 1.109  -0.2522
C21 0.669 6.686 5.742  -0.1340
H40 -2.013 0.694 -0.244  0.0834
C22 -4.508 2.076 -1.210  -0.1999
H41 0.890 5.881 5.031  0.0891
H42 -5.618 2.101 -1.207  0.1085
N2 2.477 7.809 3.421  -0.3203
N3 1.603 -7.576 -2.076  -0.3015
O6 0.938 -5.265 2.828  -0.3358
H43 0.960 -9.321 -6.047  0.0710
N4 2.366 -8.574 -4.656  -0.3490
C23 -3.094 5.156 -1.467  -0.1743
P1 0.913 8.496 3.644  0.7620
H44 -1.146 -4.855 1.537  0.1109
S1 1.475 -4.591 1.684  0.3699
Cl2 -3.536 -0.863 -3.904  0.6095
H45 0.336 -8.224 -0.500  0.0826
H46 -3.092 -0.993 1.393  0.0720
H47 -1.778 7.720 5.937  0.0794
C24 -1.740 -2.765 -3.525  -0.7585
H48 -4.176 2.255 -2.247  0.1124
N5 0.149 7.881 5.090  -0.3485
H49 2.996 -11.028 -4.159  0.0832
H50 -0.041 6.308 6.480  0.0810
H51 3.721 -7.698 -1.997  0.0513
H52 -3.552 5.859 -0.737  0.1294
H53 1.474 -7.661 -6.371  0.0767
P2 1.135 -8.552 -3.413  0.7606
H54 -1.360 -4.129 -0.055  0.0565
P3 -2.313 -1.578 -0.981  0.7944
N6 1.598 9.855 4.582  -0.2979
H55 -1.579 6.812 4.424  0.0764
H56 -1.870 -2.792 2.660  0.1114
H57 3.941 -9.988 -3.067  0.0683
H58 2.894 -8.510 -0.662  0.0848
H59 1.567 6.910 6.321  0.0509
C25 -4.056 3.191 -0.222  -0.1897
Cl3 -0.639 -3.869 -2.655  0.6607
H60 -0.948 -1.965 -0.944  0.0055
H61 3.874 7.427 1.876  0.0814
C26 -0.182 6.188 -0.550  0.0205
C27 -2.702 3.882 -0.676  -0.1715
H62 3.201 7.408 5.375  0.0491
H63 4.190 -7.818 -3.900  0.0506
H64 -4.825 3.985 -0.120  0.1063

Values from the calculation:
E_LUMO in eV: -0.80
Kohn-Sham gap in eV: 7.061
SMILES: CC(=O)OCCCCCC[PH2](CCCCS(=O)(=O)Cl)/C(Cl)=C(/C)Cl.CN(C)P(=O)(N(C)C)N(C)C.CN(C)P(=O)(N(C)C)N(C)C
Net charge: 0
Multiplicity: 1